Formula: C24H29N7O3S
Source: the Open Molecules 2025 dataset
Level of theory: ωB97M-V/def2-TZVPD

Computed properties:
LUMO   0.445 eV
Relative energy (zero: lowest compared OMol25 entry of this formula, charge and spin)   6.0 kcal/mol
E_tot   -52766.8279 eV
Gap between HOMO and LUMO   8.86 eV
F_max   1.2 eV/A
SMILES   O=C(NC1CCCC1)[C@H](c1ccncc1)N(C[C@H]1CCCO1)C(=O)Cn1nnc(-c2cccs2)n1
2S+1   1
Highest occupied orbital energy   -8.42 eV

CARTESIAN COORDINATES (ANGSTROEM)
1 O -1.65967 -2.70280 -1.43166
2 C -1.94546 -1.60322 -1.01336
3 N -3.12433 -1.27281 -0.46840
4 C -4.11369 -2.25895 -0.08916
5 C -4.05804 -2.54268 1.42669
6 C -5.27705 -1.83939 2.04574
7 C -5.82129 -0.92760 0.94476
8 C -5.51919 -1.70506 -0.33319
9 C -1.01527 -0.38296 -1.20620
10 C 0.42790 -0.75400 -1.47443
11 C 1.04206 -1.83310 -0.85135
12 C 2.39941 -2.02784 -1.05926
13 N 3.15059 -1.23603 -1.80477
14 C 2.56506 -0.21003 -2.39679
15 C 1.21552 0.07336 -2.26928
16 N -0.99786 0.53364 -0.05919
17 C -1.19416 1.95122 -0.28965
18 C -2.53085 2.43537 0.31745
19 C -2.86110 3.86186 -0.12779
20 C -3.58701 3.62663 -1.45424
21 C -4.23099 2.24692 -1.26007
22 O -3.61639 1.64380 -0.12656
23 C -0.69406 -0.00389 1.14568
24 O -0.83320 -1.17715 1.40714
25 C 0.00805 0.92989 2.15709
26 N 1.29622 1.20337 1.59529
27 N 1.57896 2.29646 0.92464
28 N 2.76339 2.16049 0.44827
29 C 3.20048 0.94246 0.84501
30 C 4.47646 0.40693 0.50180
31 C 5.41326 0.98095 -0.31620
32 C 6.55264 0.17486 -0.47483
33 C 6.46684 -0.99108 0.22212
34 S 4.99399 -1.13483 1.08632
35 N 2.27297 0.32666 1.57515
36 H -3.27396 -0.33198 -0.12701
37 H -3.89575 -3.15037 -0.68131
38 H -3.11922 -2.16208 1.82766
39 H -4.08530 -3.61399 1.61680
40 H -6.03492 -2.57571 2.31681
41 H -5.01588 -1.28293 2.94462
42 H -5.28450 0.02205 0.93658
43 H -6.88377 -0.72015 1.06669
44 H -6.22257 -2.53077 -0.44383
45 H -5.56190 -1.08723 -1.22906
46 H -1.41456 0.16487 -2.06651
47 H 0.47970 -2.50156 -0.22308
48 H 2.91569 -2.85512 -0.59120
49 H 3.21242 0.41897 -2.99389
50 H 0.79200 0.92978 -2.77408
51 H -0.36890 2.54578 0.11275
52 H -1.22134 2.11133 -1.36771
53 H -2.50138 2.32678 1.40674
54 H -3.53205 4.32623 0.59469
55 H -1.97108 4.47704 -0.23291
56 H -2.87902 3.60980 -2.28261
57 H -4.33087 4.39250 -1.65869
58 H -5.30199 2.32084 -1.04715
59 H -4.09604 1.60081 -2.13444
60 H -0.50354 1.87280 2.33979
61 H 0.13803 0.36733 3.08360
62 H 5.26670 1.94080 -0.77623
63 H 7.39827 0.44648 -1.08053
64 H 7.18851 -1.78174 0.27834

---

Formula: C36H80F24N4OP4
Source: the Open Molecules 2025 dataset
Level of theory: ωB97M-V/def2-TZVPD

Computed properties:
LUMO   0.043 eV
E_tot   -149037.4644 eV
Gap between HOMO and LUMO   10.80 eV
F_max   2.3 eV/A
2S+1   1
Highest occupied orbital energy   -10.76 eV

CARTESIAN COORDINATES (ANGSTROEM)
1 C -0.56542 0.39443 -0.27764
2 C -0.66412 0.21425 1.18396
3 O -1.48048 -0.41709 1.74854
4 N 0.45597 0.78532 1.95444
5 H 0.71016 1.75063 1.70288
6 H 0.11037 0.75497 2.92459
7 C 1.72582 0.00521 1.92192
8 H 0.43406 0.12471 -0.63504
9 H -0.82001 1.33336 -0.76076
10 H -1.21372 -0.37393 -0.69630
11 H 1.39548 -1.02179 2.04080
12 H 2.32034 0.28294 2.78817
13 H 2.30830 0.22983 1.03792
14 C 5.07887 0.65963 0.22773
15 C 5.22639 -0.29565 1.41775
16 C 5.99899 -1.55636 1.06375
17 C 6.12622 -2.57109 2.17876
18 N 6.66075 -3.88081 1.71932
19 C 5.74530 -4.49975 0.66828
20 C 5.82257 -5.99993 0.84316
21 C 6.36248 -6.27034 2.24658
22 C 6.59681 -4.90106 2.84465
23 C 8.06006 -3.78619 1.21227
24 C 8.95956 -2.97284 2.13522
25 C 10.42254 -3.09625 1.74018
26 H 4.61307 0.14168 -0.61531
27 H 6.06860 0.99379 -0.08265
28 H 4.38627 1.45720 0.49428
29 H 4.23288 -0.46977 1.82394
30 H 5.84824 0.18328 2.18764
31 H 6.97083 -1.29657 0.62768
32 H 5.42813 -2.06320 0.27301
33 H 5.11536 -2.70271 2.57797
34 H 6.68962 -2.26141 3.05985
35 H 5.93433 -4.07915 -0.31028
36 H 4.75316 -4.16889 0.97634
37 H 6.41381 -6.44352 0.03499
38 H 4.87495 -6.48310 0.59677
39 H 7.25584 -6.87381 2.09536
40 H 5.66677 -6.82372 2.87059
41 H 7.51567 -4.77914 3.41204
42 H 5.77771 -4.60832 3.49735
43 H 8.05806 -3.38900 0.19828
44 H 8.43595 -4.80557 1.08535
45 H 8.86687 -3.26756 3.17910
46 H 8.62276 -1.94552 2.00325
47 H 11.00927 -2.22626 2.04095
48 H 10.55154 -3.05378 0.65155
49 H 10.92572 -3.99204 2.09729
50 C 1.61520 1.93176 -3.24012
51 C 0.41244 1.14529 -3.78712
52 C -0.24847 1.85715 -4.95162
53 C -1.45048 1.13699 -5.51676
54 N -2.12472 1.94383 -6.62883
55 C -3.27404 1.16213 -7.22577
56 C -4.32108 1.13296 -6.13028
57 C -4.26777 2.58687 -5.59918
58 C -2.89350 3.11028 -6.05605
59 C -1.18402 2.41514 -7.71174
60 C -0.33857 1.31131 -8.29580
61 C 0.65340 1.90995 -9.28995
62 H 1.96076 1.43552 -2.33528
63 H 1.31068 2.92701 -2.91799
64 H 2.43278 1.94943 -3.96288
65 H -0.26472 1.16093 -2.92580
66 H 0.66217 0.09658 -3.94801
67 H 0.52535 2.09366 -5.69044
68 H -0.60203 2.83570 -4.61105
69 H -2.22690 1.07236 -4.75925
70 H -1.27350 0.16741 -5.97786
71 H -3.63493 1.63056 -8.13874
72 H -2.87854 0.17007 -7.44931
73 H -5.28174 0.78322 -6.49947
74 H -4.01465 0.41566 -5.37225
75 H -5.08237 3.17025 -6.01366
76 H -4.34858 2.46225 -4.52558
77 H -3.09505 3.78821 -6.88624
78 H -2.37362 3.67730 -5.29219
79 H -0.60943 3.14791 -7.14301
80 H -1.77193 2.95580 -8.44852
81 H -1.01151 0.67586 -8.88250
82 H 0.12334 0.63561 -7.57985
83 H 1.16750 1.12613 -9.84193
84 H 1.41056 2.55602 -8.84506
85 H 0.11011 2.52979 -10.00682
86 C -8.43070 -0.78414 6.51229
87 C -7.26462 0.23477 6.39725
88 C -6.96009 0.54671 4.93493
89 C -5.53098 1.04767 4.78815
90 N -5.20160 1.42822 3.36803
91 C -3.74383 1.79107 3.32576
92 C -3.55519 2.72913 2.14483
93 C -4.95641 3.26639 1.80701
94 C -5.86131 2.68930 2.89479
95 C -5.43767 0.28172 2.39443
96 C -4.90765 -1.06141 2.83294
97 C -4.96771 -1.98423 1.62118
98 H -8.08098 -1.70480 6.05336
99 H -9.34639 -0.42968 6.04513
100 H -8.56905 -0.90635 7.58563
101 H -6.45382 -0.29150 6.91047
102 H -7.42709 1.13314 6.99228
103 H -7.68594 1.30038 4.62589
104 H -7.07216 -0.32805 4.29615
105 H -4.74055 0.37498 5.10157
106 H -5.48254 2.00480 5.30879
107 H -3.10387 0.93078 3.42215
108 H -3.58903 2.43101 4.19959
109 H -3.23508 2.19328 1.24527
110 H -2.77052 3.47474 2.24784
111 H -5.30056 2.91148 0.83909
112 H -5.02165 4.35194 1.81592
113 H -6.83105 2.39216 2.49955
114 H -5.98035 3.35627 3.74529
115 H -5.03404 0.62993 1.44297
116 H -6.50973 0.31236 2.18334
117 H -5.49072 -1.44152 3.67099
118 H -3.86062 -1.00470 3.12044
119 H -4.54187 -2.97255 1.80191
120 H -4.26607 -1.61970 0.86122
121 H -5.94047 -2.04312 1.13699
122 P 0.37150 0.56979 5.87918
123 F -1.12196 0.31442 5.27201
124 F 0.88665 -0.68893 5.00490
125 F 0.67731 1.59387 4.63297
126 F 1.87826 0.81167 6.39223
127 F -0.10962 1.84032 6.74140
128 F -0.01102 -0.37763 7.12277
129 P 2.43489 -2.89552 -1.10784
130 F 2.81755 -1.33889 -1.36360
131 F 2.14718 -2.98510 -2.69650
132 F 3.98756 -3.33742 -1.38694
133 F 2.05258 -4.44049 -0.91468
134 F 2.90593 -2.78665 0.47244
135 F 0.95497 -2.46591 -0.70873
136 P 1.64534 3.84451 0.53251
137 F 1.74865 5.25605 1.25991
138 F 0.70886 4.41034 -0.67035
139 F 2.93564 4.17133 -0.35045
140 F 1.55338 2.31321 -0.12356
141 F 2.57367 3.12695 1.67816
142 F 0.27487 3.53753 1.35240
143 P -4.55048 1.03577 -1.81681
144 F -3.36778 0.80350 -0.73734
145 F -4.65669 -0.55544 -1.96935
146 F -5.66364 1.02133 -0.62449
147 F -5.72288 1.26570 -2.88771
148 F -4.38621 2.62934 -1.66804
149 F -3.41740 1.04372 -3.00750

---

Formula: C32H76As3F24N4O12
Source: the Open Molecules 2025 dataset
Level of theory: ωB97M-V/def2-TZVPD

Computed properties:
LUMO   0.884 eV
E_tot   -312686.2120 eV
Gap between HOMO and LUMO   7.49 eV
F_max   4.4 eV/A
2S+1   1
Net charge   -1
Highest occupied orbital energy   -6.61 eV

CARTESIAN COORDINATES (ANGSTROEM)
1 C 3.87014 -3.31674 -3.33064
2 O 3.15474 -2.84122 -2.11715
3 C 3.41646 -1.48253 -1.75566
4 C 3.00721 -1.24874 -0.32013
5 N 1.50708 -1.72237 -0.25698
6 H 0.90985 -1.14827 -0.83476
7 H 1.43565 -2.64911 -0.65216
8 C 1.03993 -1.88695 1.16738
9 C 1.07471 -0.56302 1.98692
10 O 2.35256 -0.13853 2.37570
11 C 2.49096 1.16664 2.95609
12 H 3.61487 -4.34819 -3.57360
13 H 4.95602 -3.41075 -3.34209
14 H 3.48314 -2.95287 -4.28244
15 H 3.00213 -0.70439 -2.39671
16 H 4.47907 -1.24853 -1.82046
17 H 3.07534 -0.20213 -0.02335
18 H 3.60198 -1.95614 0.25774
19 H 1.45460 -2.82322 1.54095
20 H 0.02017 -2.12557 0.86534
21 H 0.47574 -0.61494 2.89612
22 H 0.60665 0.16531 1.32470
23 H 2.26035 1.18541 4.02125
24 H 2.02330 1.97169 2.38928
25 H 3.54084 1.45916 2.97287
26 C -2.85250 5.08809 -2.58293
27 O -1.60836 4.55017 -2.88875
28 C -1.73705 3.37817 -3.73337
29 C -0.32702 2.93352 -4.04343
30 N 0.47723 2.42567 -2.84689
31 H -0.11834 1.79420 -2.33051
32 H 1.20444 1.82787 -3.21284
33 C 1.01086 3.49977 -1.85577
34 C 1.74980 2.80183 -0.75076
35 O 2.64810 1.69810 -1.11306
36 C 3.89461 2.12226 -1.68841
37 H -3.65134 5.17991 -3.31881
38 H -2.67205 6.08461 -2.17983
39 H -3.31564 4.41596 -1.86054
40 H -2.18527 3.54833 -4.71226
41 H -2.30722 2.60876 -3.21278
42 H 0.27852 3.78520 -4.35339
43 H -0.27408 2.18213 -4.83129
44 H 0.17412 4.06111 -1.43999
45 H 1.82575 4.07130 -2.30008
46 H 1.03601 2.40285 -0.03005
47 H 2.23856 3.45849 -0.03104
48 H 4.53847 1.24802 -1.78463
49 H 4.55548 2.82689 -1.18356
50 H 3.65443 2.59301 -2.64172
51 C -2.04684 -0.18670 -7.81611
52 O -1.36300 -1.16444 -7.06080
53 C -0.29184 -0.67338 -6.34318
54 C 0.25733 -1.76937 -5.42094
55 N -0.86120 -2.28812 -4.49881
56 H -1.05929 -1.54644 -3.84249
57 H -1.69897 -2.32577 -5.06169
58 C -0.58917 -3.69663 -3.85027
59 C -1.56214 -4.01506 -2.75286
60 O -2.87989 -3.81259 -3.20933
61 C -3.94863 -4.40309 -2.34668
62 H -2.83297 0.19803 -7.16644
63 H -2.40212 -0.65948 -8.73173
64 H -1.36288 0.61725 -8.08808
65 H -0.70421 0.17685 -5.79991
66 H 0.47901 -0.33238 -7.03428
67 H 1.09321 -1.43735 -4.80517
68 H 0.48412 -2.58960 -6.10205
69 H 0.44639 -3.76949 -3.51799
70 H -0.62216 -4.35206 -4.72056
71 H -1.36327 -3.46400 -1.83369
72 H -1.36424 -5.07657 -2.60411
73 H -3.72668 -5.43181 -2.06282
74 H -4.91041 -4.38019 -2.85908
75 H -4.11205 -3.85204 -1.42053
76 C -0.65906 5.25079 11.25737
77 O -0.74449 4.29778 10.16673
78 C -1.18803 3.01242 10.42266
79 C -1.22536 2.29300 9.05405
80 N -2.37549 2.79096 8.21754
81 H -2.66526 2.07965 7.56168
82 H -3.23111 2.68031 8.74268
83 C -2.32837 4.21646 7.56249
84 C -1.15129 4.40967 6.62006
85 O -1.06858 3.24920 5.84041
86 C -0.12590 3.38040 4.78415
87 H -0.17075 4.87438 12.15625
88 H -1.61157 5.68733 11.55782
89 H -0.08819 6.09978 10.88132
90 H -2.22534 3.01174 10.75748
91 H -0.51058 2.51750 11.11851
92 H -1.50024 1.24048 9.12299
93 H -0.41115 2.51747 8.36501
94 H -2.35005 5.01885 8.29993
95 H -3.28106 4.28658 7.03757
96 H -0.24989 4.42722 7.23267
97 H -1.28101 5.33711 6.06228
98 H 0.86747 3.69658 5.10248
99 H -0.52274 4.20059 4.18589
100 H -0.12848 2.38698 4.33558
101 C -2.12265 -0.48642 6.53322
102 O -0.85186 0.00969 7.00166
103 O -3.11098 0.45317 6.88107
104 C -2.03896 -0.81676 5.00871
105 F -3.26083 -0.96322 4.42649
106 F -1.40758 0.08911 4.31213
107 F -1.34687 -1.97957 4.89829
108 C 0.22267 -0.95370 7.01192
109 C 1.41112 -0.20238 7.67272
110 H 1.11646 0.03883 8.69404
111 H 2.32291 -0.79947 7.68794
112 H 1.51028 0.68885 7.05307
113 H 0.51426 -1.51000 6.12106
114 H 0.08526 -1.75782 7.73482
115 H -2.25997 -1.46312 6.99725
116 C -1.85247 -0.19635 -1.52125
117 O -2.51101 -0.03350 -2.74640
118 O -0.49939 -0.38106 -1.89922
119 C -2.16357 0.91342 -0.46158
120 F -2.03387 0.41162 0.72904
121 F -1.35766 1.98067 -0.54035
122 F -3.44953 1.23602 -0.57280
123 C -3.81318 -0.53838 -3.06144
124 C -3.97273 -0.64832 -4.61495
125 H -3.82017 0.29393 -5.14126
126 H -3.22904 -1.32009 -5.04361
127 H -4.95073 -1.08110 -4.82547
128 H -4.63746 0.04315 -2.64853
129 H -4.03284 -1.53698 -2.68372
130 H -2.08013 -1.21837 -1.21833
131 As 1.14192 -5.86404 -0.04309
132 F 1.64049 -6.26833 -1.75261
133 F 2.77100 -5.15149 0.30685
134 F 0.65934 -5.49111 1.66082
135 F -0.42836 -6.65477 -0.30059
136 F 1.84956 -7.37794 0.60861
137 F 0.57659 -4.28133 -0.55891
138 As 3.11625 1.87142 -5.91357
139 F 1.58149 1.99760 -6.83019
140 F 2.34085 0.93340 -4.53216
141 F 4.69322 1.65201 -4.99856
142 F 4.01952 2.72464 -7.27238
143 F 2.85723 3.51768 -5.23369
144 F 3.37982 0.28144 -6.82868
145 As 3.06535 -5.96884 -6.67947
146 F 4.23778 -6.99484 -7.59696
147 F 1.73262 -6.84887 -7.57643
148 F 1.88615 -5.04817 -5.68019
149 F 4.37456 -5.28127 -5.68523
150 F 3.20300 -4.67331 -7.92452
151 F 2.99950 -7.22476 -5.57109